Here is a 9-piece molecular cluster, C51H126N8O overall in a non-equilibrium geometry from OMol25. Energies are from ωB97M-V with the def2-TZVPD basis set.

Properties
Electronic energy ... -2531.6832 Ha
Spin multiplicity ... 2
Total charge ... -1
Largest force on an atom ... 4.32 eV/Å
Frontier orbital gap (alpha / beta) ... 0.049 / 0.299 Ha
Highest occupied orbital energy (alpha / beta) ... 0.819 / -6.001 eV

Element x y z (Å)
1 C 2.52208 6.74060 4.70234
2 C 3.54485 6.33674 3.57949
3 N 3.17387 5.14058 2.79606
4 C 4.09309 4.55667 1.76283
5 C 5.49545 4.46322 2.32890
6 C 1.77211 5.06173 2.36518
7 C 1.42353 6.08840 1.31774
8 H 2.97693 7.07903 5.63330
9 H 2.05075 5.80833 5.01349
10 H 1.73850 7.36552 4.27389
11 H 3.66665 7.17786 2.89701
12 H 4.49827 6.13793 4.06895
13 H 3.73819 3.55380 1.52537
14 H 4.07892 5.17842 0.86766
15 H 6.17118 4.29588 1.49016
16 H 5.85163 5.38933 2.78009
17 H 5.46343 3.66318 3.06850
18 H 1.11006 5.16406 3.22502
19 H 1.52488 4.12222 1.87092
20 H 2.04422 5.97572 0.42885
21 H 1.75034 7.05880 1.69140
22 H 0.35684 6.16785 1.10806
23 C -2.37060 -3.91587 -0.28268
24 C -2.36580 -5.09544 0.63113
25 N -2.80060 -6.38103 -0.01867
26 C -2.03589 -6.79713 -1.22461
27 C -0.48196 -6.96589 -0.97006
28 C -4.21999 -6.51755 -0.25888
29 C -5.10964 -5.95028 0.82112
30 H -3.35092 -3.75901 -0.73265
31 H -1.64057 -4.01689 -1.08577
32 H -2.06357 -2.96052 0.14291
33 H -1.37863 -5.35209 1.01548
34 H -2.92506 -4.90673 1.54749
35 H -2.44282 -7.73118 -1.61200
36 H -2.24804 -6.06056 -1.99956
37 H -0.12942 -5.99925 -0.61030
38 H -0.30849 -7.77450 -0.26002
39 H 0.09990 -7.09351 -1.88288
40 H -4.54850 -7.55308 -0.34754
41 H -4.47585 -6.07343 -1.22085
42 H -5.03315 -4.86776 0.92310
43 H -4.94758 -6.41981 1.79137
44 H -6.14706 -6.19187 0.58986
45 C 2.79977 1.61111 -5.79449
46 C 3.53934 2.11097 -6.99228
47 N 2.75434 2.25904 -8.19671
48 C 2.25175 0.96990 -8.58719
49 C 1.50412 1.06948 -9.99192
50 C 1.67697 3.33137 -8.05951
51 C 2.26401 4.57770 -7.33795
52 H 3.39287 1.73974 -4.88907
53 H 2.66166 0.54837 -5.99349
54 H 1.85352 2.11995 -5.61067
55 H 4.15522 2.98201 -6.76850
56 H 4.24655 1.34396 -7.30796
57 H 3.02757 0.21562 -8.71857
58 H 1.47869 0.61840 -7.90387
59 H 1.85976 1.78344 -10.73480
60 H 1.50948 0.07278 -10.43314
61 H 0.51476 1.52598 -10.02134
62 H 0.87890 2.96020 -7.41653
63 H 1.20771 3.52454 -9.02418
64 H 2.26334 4.48595 -6.25182
65 H 1.74258 5.50117 -7.58980
66 H 3.31038 4.68708 -7.62297
67 C -3.35488 -3.09396 -3.65004
68 C -4.43558 -2.23633 -2.96296
69 N -5.87615 -2.71431 -3.17197
70 C -6.13921 -4.07600 -2.63267
71 C -7.59188 -4.50010 -2.73206
72 C -6.74639 -1.66930 -2.69326
73 C -6.62731 -1.42270 -1.19970
74 H -3.40950 -4.15944 -3.42672
75 H -2.40456 -2.81628 -3.19411
76 H -3.36054 -3.01592 -4.73723
77 H -4.21379 -2.24587 -1.89580
78 H -4.29328 -1.18579 -3.21636
79 H -5.73250 -4.11710 -1.62222
80 H -5.60914 -4.84752 -3.19114
81 H -7.74171 -5.57372 -2.61811
82 H -7.86087 -4.17553 -3.73725
83 H -8.15551 -4.08978 -1.89417
84 H -6.52361 -0.71120 -3.16286
85 H -7.81173 -1.79308 -2.88779
86 H -7.09622 -2.20857 -0.60755
87 H -5.60260 -1.13908 -0.95965
88 H -7.19637 -0.51639 -0.99263
89 C 7.36877 2.51028 -3.43356
90 C 7.17835 2.22082 -1.93980
91 N 6.50428 0.98440 -1.49099
92 C 5.06940 0.86513 -1.83524
93 C 4.16019 1.89090 -1.17604
94 C 7.27122 -0.26518 -1.88101
95 C 8.47589 -0.50987 -1.03960
96 H 8.23583 1.89637 -3.67735
97 H 7.64946 3.55345 -3.57882
98 H 6.44870 2.39085 -4.00567
99 H 8.05322 2.49086 -1.34838
100 H 6.51099 2.99103 -1.55315
101 H 4.87402 0.72083 -2.89783
102 H 4.89028 -0.12648 -1.41962
103 H 4.08730 2.78190 -1.79966
104 H 3.11233 1.59478 -1.12691
105 H 4.59542 2.09441 -0.19765
106 H 7.56107 -0.21472 -2.93055
107 H 6.62804 -1.12593 -1.69792
108 H 8.09344 -0.51906 -0.01893
109 H 9.23832 0.26053 -1.15487
110 H 9.00671 -1.45695 -1.13638
111 C 2.46415 -1.56777 4.04764
112 C 1.46806 -2.59942 4.76080
113 N 2.21412 -3.91063 5.02508
114 C 2.52084 -4.67569 3.84768
115 C 1.30053 -5.27801 3.12937
116 C 3.33569 -3.87366 5.96333
117 C 3.31827 -5.11240 6.92603
118 H 2.90815 -2.01742 3.15951
119 H 3.23128 -1.18768 4.72229
120 H 1.88892 -0.68782 3.75973
121 H 1.05289 -2.17949 5.67698
122 H 0.61016 -2.95124 4.18779
123 H 3.29930 -4.27226 3.20011
124 H 3.13598 -5.49592 4.21771
125 H 1.69832 -6.04931 2.46986
126 H 0.72490 -5.69235 3.95706
127 H 0.61626 -4.64580 2.56351
128 H 3.26871 -2.98622 6.59266
129 H 4.25644 -3.83068 5.38155
130 H 3.43281 -5.99785 6.30078
131 H 2.54803 -5.31288 7.67077
132 H 4.18137 -5.00315 7.58272
133 C 1.21082 0.63407 1.26640
134 C 0.11458 1.08529 0.27181
135 N -0.36374 -0.07664 -0.52048
136 C 0.46005 -0.66652 -1.62743
137 C 0.92180 0.52445 -2.55956
138 C -1.62612 0.27640 -1.09298
139 C -2.75073 0.09022 -0.05387
140 H 1.59317 1.47147 1.85007
141 H 2.03587 0.31912 0.62750
142 H 0.86560 -0.03093 2.05804
143 H -0.65782 1.56526 0.87276
144 H 0.41862 1.87240 -0.41820
145 H 1.24297 -1.09586 -1.00228
146 H -0.00579 -1.52649 -2.10861
147 H 1.24954 1.48534 -2.16284
148 H 1.72884 0.07986 -3.14192
149 H 0.15179 0.72060 -3.30569
150 H -1.87544 -0.30162 -1.98283
151 H -1.62995 1.31538 -1.42255
152 H -3.59039 0.74449 -0.28841
153 H -2.50523 0.23568 0.99811
154 H -3.09775 -0.93053 -0.21436
155 C -1.17234 3.61808 2.75623
156 C -2.61870 3.31803 3.13491
157 N -2.95805 2.92141 4.50910
158 C -2.06410 1.79940 4.96405
159 C -2.40832 0.34317 4.44745
160 C -2.99651 4.08096 5.38751
161 C -3.80675 3.61312 6.59000
162 H -0.91166 3.81663 1.71665
163 H -0.43742 2.85059 2.99905
164 H -0.90063 4.51782 3.30826
165 H -3.12039 4.23997 2.84091
166 H -3.20790 2.63814 2.51953
167 H -1.92745 1.70156 6.04101
168 H -1.01293 1.91501 4.69990
169 H -2.27252 0.40667 3.36781
170 H -3.43364 0.06529 4.69157
171 H -1.73809 -0.39713 4.88431
172 H -1.97952 4.44664 5.52929
173 H -3.53250 4.85074 4.83230
174 H -3.40364 2.76979 7.15073
175 H -3.97244 4.40091 7.32487
176 H -4.82220 3.33362 6.30922
177 C -6.06356 1.73231 3.17215
178 C -6.58970 1.00030 1.94503
179 O -6.05494 1.00282 0.82380
180 C -7.84178 0.20950 2.11128
181 H -6.56224 2.68885 3.01577
182 H -4.98112 1.66739 3.06171
183 H -6.33480 1.24281 4.10752
184 H -8.23999 -0.27839 1.22162
185 H -8.65734 0.73955 2.60322
186 H -7.58683 -0.62056 2.77015